No. 1
Here is the molecule C15H20N2O4 at a distorted geometry from the Open Molecules 2025 dataset. Energies are from ωB97M-V with the def2-TZVPD basis set.

Properties
SMILES string = CCOC(=O)[C@@H](NC(C)=O)C(=O)Nc1c(C)cccc1C
DFT total energy = -993.75706 Eh
LUMO energy = 0.17 eV
HOMO-LUMO gap = 8.3 eV
Energy above the lowest of the compared OMol25 structures with the same formula, charge and spin = 10.213 eV

Geometry as ORCA input:
```
! wB97M-V def2-TZVPD RIJCOSX def2/J DEFGRID3
* xyz 0 1
C 4.324 1.708 0.904
C 4.248 1.411 -0.667
H 3.757 2.350 -1.188
H 5.106 1.177 -1.175
O 3.328 0.065 -1.006
C 1.937 0.322 -0.952
O 1.343 1.337 -0.950
C 1.282 -0.939 -1.233
N 1.661 -1.776 -0.097
C 1.900 -1.356 1.237
O 1.539 0.048 1.533
C 2.264 -2.213 2.153
H 2.453 -2.018 3.117
H 3.377 -2.575 2.000
H 1.684 -3.177 2.183
H 1.848 -2.800 -0.066
H 1.672 -1.587 -1.991
C -0.274 -0.848 -1.118
O -0.738 -1.079 -2.236
N -0.787 -0.171 0.013
C -2.161 0.131 -0.009
C -2.514 1.558 0.579
C -3.723 1.949 0.673
C -4.802 0.962 0.651
C -4.445 -0.231 -0.075
C -3.046 -0.793 -0.034
C -2.817 -2.438 -0.309
H -1.960 -2.436 0.277
H -3.778 -2.909 0.005
H -2.504 -2.415 -1.279
H -5.228 -1.015 0.028
H -5.796 1.190 0.495
H -3.916 2.899 0.892
C -1.306 2.326 0.555
H -0.658 2.373 -0.286
H -0.638 2.418 1.492
H -1.655 3.464 0.529
H -0.102 0.228 0.810
H 4.794 0.939 1.317
H 4.714 2.759 1.045
H 3.380 1.728 1.454
*
```

---

No. 2
Here is the molecule C15H20N2OS from the Open Molecules 2025 dataset. Energies are from ωB97M-V with the def2-TZVPD basis set.

Properties
SMILES string = CN(C(=S)NC(=O)c1ccccc1)C1CCCCC1
DFT total energy = -1166.55838 Eh
LUMO energy = 0.46 eV
HOMO-LUMO gap = 8.7 eV
Energy above the lowest of the compared OMol25 structures with the same formula, charge and spin = 0.000 eV

Geometry as ORCA input:
```
! wB97M-V def2-TZVPD RIJCOSX def2/J DEFGRID3
* xyz 0 1
C -2.416 -2.435 0.733
N -1.313 -1.590 0.335
C -0.169 -2.204 0.024
S -0.019 -3.847 -0.081
N 0.984 -1.457 -0.247
C 1.546 -0.497 0.568
O 0.946 0.055 1.463
C 2.954 -0.164 0.217
C 3.872 -1.113 -0.225
C 5.172 -0.736 -0.511
C 5.565 0.585 -0.365
C 4.660 1.530 0.089
C 3.364 1.156 0.388
H 2.649 1.876 0.756
H 4.967 2.557 0.216
H 6.580 0.873 -0.595
H 5.883 -1.477 -0.845
H 3.597 -2.155 -0.311
H 1.640 -1.982 -0.815
C -1.597 -0.203 -0.004
C -2.044 0.618 1.207
C -2.237 2.073 0.791
C -3.261 2.182 -0.336
C -2.830 1.340 -1.534
C -2.643 -0.118 -1.122
H -2.314 -0.712 -1.978
H -3.597 -0.518 -0.777
H -3.580 1.404 -2.325
H -1.890 1.730 -1.931
H -3.373 3.225 -0.637
H -4.233 1.832 0.022
H -2.566 2.658 1.651
H -1.281 2.481 0.456
H -2.984 0.232 1.605
H -1.281 0.547 1.981
H -0.670 0.234 -0.381
H -2.072 -3.147 1.484
H -3.209 -1.827 1.155
H -2.800 -3.006 -0.117
*
```

---

No. 3
Here is the molecule C15H20N6O at a distorted geometry from the Open Molecules 2025 dataset. Energies are from ωB97M-V with the def2-TZVPD basis set.

Properties
SMILES string = NC(=O)Cn1nnc(-c2ccc(CN3CCCCC3)cc2)n1
DFT total energy = -987.36005 Eh
LUMO energy = 0.64 eV
HOMO-LUMO gap = 9.2 eV

Geometry as ORCA input:
```
! wB97M-V def2-TZVPD RIJCOSX def2/J DEFGRID3
* xyz 0 1
N -7.165 -0.252 -1.101
C -6.934 -1.145 -0.128
O -7.389 -2.262 -0.092
C -6.059 -0.596 1.022
N -4.955 0.185 0.567
N -5.073 1.263 -0.177
N -3.888 1.702 -0.409
C -3.034 0.865 0.218
N -3.706 -0.104 0.840
C -1.596 1.014 0.215
C -0.791 0.105 0.899
C 0.579 0.265 0.900
C 1.170 1.324 0.217
C 0.362 2.222 -0.469
C -1.011 2.076 -0.471
H -1.645 2.771 -0.999
H 0.813 3.045 -1.006
C 2.665 1.491 0.247
N 3.344 0.215 0.172
C 4.750 0.325 0.520
C 5.495 -0.974 0.190
C 4.509 -2.135 0.184
C 3.506 -1.937 -0.955
C 3.175 -0.445 -1.109
H 3.819 0.015 -1.879
H 2.139 -0.322 -1.431
H 3.921 -2.312 -1.892
H 2.597 -2.500 -0.743
H 5.032 -3.085 0.065
H 3.982 -2.152 1.138
H 5.964 -0.902 -0.794
H 6.286 -1.141 0.922
H 5.232 1.171 -0.004
H 4.802 0.526 1.595
H 2.983 2.182 -0.557
H 2.941 1.954 1.203
H 1.215 -0.433 1.421
H -1.255 -0.715 1.425
H -5.666 -1.434 1.600
H -6.706 0.017 1.659
H -7.710 -0.534 -1.899
H -6.698 0.647 -1.103
*
```

---

No. 4
Here is a cluster of 2 separate species, C15H20N6O5 in total at a distorted geometry from the Open Molecules 2025 dataset. Energies are from ωB97M-V with the def2-TZVPD basis set.

Properties
SMILES string = O=[N+]([O-])c1cnc2no[n+]([O-])c2c1.CN1CC=C(N2CCOCC2)CC1
DFT total energy = -1287.94958 Eh
LUMO energy = -2.42 eV
HOMO-LUMO gap = 4.9 eV
Energy above the lowest of the compared OMol25 structures with the same formula, charge and spin = 8.801 eV

Geometry as ORCA input:
```
! wB97M-V def2-TZVPD RIJCOSX def2/J DEFGRID3
* xyz 0 1
C 0.540 2.751 -3.754
N 0.976 2.356 -2.453
C 0.966 3.388 -1.475
C 1.237 2.926 -0.045
C 0.525 1.638 0.287
N 0.160 1.374 1.582
C 0.311 2.407 2.597
C -0.215 2.013 3.977
O -1.315 1.101 3.908
C -0.948 -0.119 3.272
C -0.454 0.087 1.842
C 0.341 0.718 -0.706
C 0.828 0.970 -2.081
H 0.753 1.968 -4.492
H -0.551 2.931 -3.765
H 1.036 3.686 -4.049
H 1.727 4.118 -1.796
H -0.005 3.921 -1.519
H 2.326 2.783 0.047
H 0.965 3.750 0.619
H 1.376 2.679 2.692
H -0.237 3.312 2.279
H 0.622 1.587 4.567
H -0.630 2.899 4.479
H -0.175 -0.656 3.855
H -1.884 -0.691 3.265
H -1.330 -0.072 1.190
H 0.262 -0.718 1.618
H -0.069 -0.265 -0.533
H 0.179 0.458 -2.809
H 1.818 0.474 -2.183
O 1.852 -1.598 0.160
N 1.764 -2.576 -0.633
C 0.482 -3.055 -1.053
C -0.715 -2.595 -0.487
C -1.778 -3.480 -0.586
N -2.870 -3.595 0.264
O -3.345 -2.862 1.114
O -3.425 -4.881 0.043
N -2.705 -5.570 -0.947
C -1.658 -4.748 -1.254
N -0.538 -5.120 -1.880
C 0.479 -4.275 -1.817
O 2.774 -3.176 -1.067
H -0.843 -1.680 0.071
H 1.391 -4.563 -2.342
*
```

---

Which value of LUMO energy does entry 2 give?
0.46 eV

---

Which formula does entry 2 have?
C15H20N2OS

---

DFT total energy of number 2 (C15H20N2OS)?
-1166.55838 Eh